A single C3H4N2O2 molecule at a distorted geometry, computed with wB97M-V/def2-TZVPD.

CARTESIAN COORDINATES (ANGSTROEM)
H1 1.91137 0.63905 -0.14146
N1 1.21657 1.61937 -0.04172
C1 0.17647 0.92100 -0.01860
C2 -1.25649 1.01142 0.09090
C3 -1.68528 -0.27773 0.12122
O1 -0.71917 -1.23645 -0.21619
N2 0.49324 -0.48201 -0.49781
O2 1.38582 -1.06217 0.48286
H2 -1.87612 1.86135 0.31044
H3 -2.62023 -0.53392 0.51762
H4 1.87495 -1.46720 -0.20441

Force components x, y, z for each atom (eV/Å):
H -0.86 4.55 0.40
N 2.24 -2.51 0.46
C 0.83 -0.74 -2.18
C -0.13 -1.63 0.48
C 2.60 1.26 -0.60
O -1.84 1.20 0.22
N -2.71 -0.75 2.28
O -0.90 1.20 -0.80
H 0.19 0.11 0.16
H -1.16 -1.19 -0.13
H 1.74 -1.51 -0.29

structure (SMILES)	[H]/N=c1/ccon1O
frontier orbital gap	9.7	eV
energy above the lowest of the compared OMol25 structures with the same formula, charge and spin	655.30	kJ/mol
highest occupied orbital energy	-9.3	eV
E	-10245.473	eV

***

10 unconnected molecules or ions with the total composition C25H47N7O5 at a distorted geometry, computed with wB97M-V/def2-TZVPD.

CARTESIAN COORDINATES (ANGSTROEM)
C1 14.17776 18.62378 26.21063
N1 12.92911 19.21227 25.68398
C2 11.67618 19.03174 26.45107
C3 12.93467 19.82022 24.51471
O1 11.96864 20.37468 23.93153
H1 14.10537 17.53890 26.28737
H2 14.32159 18.96218 27.23674
H3 15.02315 19.00608 25.63856
H4 11.22914 18.05011 26.29405
H5 12.04426 19.16241 27.46869
H6 10.91073 19.78369 26.25939
H7 13.93627 19.79809 24.05809
C4 27.61432 19.21843 29.94754
N2 28.06727 18.25518 28.96742
C5 29.18649 17.35724 29.31916
C6 27.50022 18.27302 27.72953
O2 28.01339 17.64913 26.76274
H8 26.84159 19.89957 29.59110
H9 28.43793 19.82693 30.32104
H10 27.14165 18.66634 30.75987
H11 29.19840 17.04155 30.36238
H12 29.18435 16.42027 28.76221
H13 30.11192 17.86007 29.03835
H14 26.57699 18.86901 27.66130
C7 11.70505 14.79250 22.18558
C8 11.27396 15.70612 21.05541
C9 9.78795 15.85061 20.85637
O3 12.07087 16.12806 20.18307
H15 11.39095 13.81356 21.82349
H16 11.19001 15.08715 23.09992
H17 12.76858 14.67993 22.39606
H18 9.16810 14.96747 21.01116
H19 9.60994 16.32653 19.89205
H20 9.42523 16.59370 21.56655
C10 22.76321 14.85240 24.48216
C11 21.42002 15.33000 25.06092
C12 20.31178 14.29836 25.15706
O4 21.25782 16.53297 25.35144
H21 23.48845 15.60966 24.18433
H22 22.67530 14.30224 23.54532
H23 23.25389 14.24995 25.24660
H24 20.47616 13.47854 24.45779
H25 19.30124 14.70133 25.08984
H26 20.45403 13.88138 26.15406
C13 23.19670 14.16093 30.93196
C14 22.30686 12.99143 31.21607
C15 22.65757 11.62871 30.70452
O5 21.28946 13.25088 31.86423
H27 22.73281 15.02870 30.46304
H28 24.00177 13.84848 30.26688
H29 23.66016 14.42396 31.88282
H30 23.49801 11.38806 31.35555
H31 23.02595 11.57788 29.67991
H32 21.80293 10.97414 30.87551
C16 15.01996 9.27447 25.34004
C17 14.98632 8.32481 24.22002
N3 15.03812 7.59452 23.32656
H33 15.47300 10.17979 24.93601
H34 15.64924 8.78797 26.08530
H35 14.06211 9.45802 25.82679
C18 22.40239 23.08632 25.01419
C19 20.95260 22.92954 24.93889
N4 19.77516 22.86286 24.86083
H36 22.82543 22.15045 24.64909
H37 22.74920 23.17826 26.04345
H38 22.76178 23.86919 24.34632
C20 27.02649 15.76656 19.53212
C21 26.09750 16.87320 19.41006
N5 25.35600 17.76674 19.39314
H39 27.83209 15.85942 18.80376
H40 26.47090 14.87404 19.24432
H41 27.55415 15.63571 20.47687
C22 17.86782 16.33363 20.32958
C23 17.90445 14.89610 20.25466
N6 17.88259 13.72205 20.14348
H42 18.91742 16.60822 20.22445
H43 17.57777 16.74282 21.29732
H44 17.30944 16.75140 19.49185
C24 21.54442 7.98998 21.09882
C25 21.63838 7.49924 22.46671
N7 21.70296 7.04372 23.54336
H45 20.51966 7.91757 20.73451
H46 22.25244 7.49198 20.43640
H47 21.83365 9.04066 21.07634

Force components x, y, z for each atom (eV/Å):
C -1.00 0.58 0.47
N -0.47 -0.81 0.93
C 1.17 0.31 0.29
C -1.65 1.77 -2.60
O 1.92 -1.39 1.54
H 0.22 -0.08 -0.47
H -0.01 0.19 0.09
H -0.11 -0.44 -0.11
H 0.18 -0.10 0.06
H -0.66 -0.32 0.33
H 0.44 0.10 -0.38
H -0.03 0.19 -0.15
C -0.24 -0.46 0.69
N -0.66 -0.09 -0.24
C 0.00 0.33 -0.81
C 2.51 -2.03 -1.77
O -1.73 1.43 2.10
H 0.17 -0.15 -0.49
H 0.05 -0.06 0.07
H 0.18 0.18 0.44
H -0.26 0.62 0.13
H -0.46 0.28 -0.37
H 0.23 -0.07 0.33
H 0.20 0.02 -0.08
C 0.01 0.31 -0.10
C 2.30 -0.16 -2.78
C -0.15 1.19 0.07
O -1.99 -0.78 2.60
H -0.36 -0.20 0.39
H -0.17 -0.38 0.03
H 0.03 0.57 -0.36
H 0.37 -0.17 -0.08
H 0.02 -0.39 -0.11
H -0.04 0.03 0.35
C 0.10 0.09 0.07
C 0.03 3.17 -0.98
C 0.69 0.01 0.41
O 0.21 -3.03 -0.36
H -0.44 0.65 0.61
H -0.52 -0.56 0.30
H 0.02 -0.37 -0.14
H -0.11 0.12 -0.06
H 0.27 0.17 -0.04
H -0.26 -0.24 0.19
C 1.48 -0.50 -0.47
C -2.60 1.85 0.18
C -0.12 0.19 0.67
O 1.20 -1.24 -0.71
H -0.42 -0.22 0.37
H 0.22 0.09 -0.04
H -0.05 0.34 -0.01
H 0.14 -0.66 0.00
H -0.15 0.27 0.03
H 0.29 -0.13 -0.02
C 0.34 -0.67 -0.24
C -0.35 -0.48 -0.65
N -0.10 0.60 0.78
H -0.05 0.12 0.46
H 0.24 0.41 0.11
H -0.07 0.01 -0.46
C 0.09 -0.88 -0.24
C -3.91 0.29 -0.18
N 3.94 0.10 0.28
H 0.14 -0.05 -0.07
H -0.14 0.38 -0.11
H -0.13 0.15 0.32
C 0.41 -0.61 -0.88
C -0.85 1.74 0.73
N 1.03 -1.36 -0.17
H -0.11 0.18 -0.22
H 0.17 -0.22 0.30
H -0.64 0.26 0.24
C 1.04 0.52 -0.07
C -0.84 -4.29 -0.22
N 0.25 3.61 0.42
H 0.05 0.45 -0.20
H -0.41 -0.30 -0.13
H -0.09 0.01 0.24
C 0.18 0.59 -0.07
C 0.16 -1.42 2.42
N -0.13 1.21 -2.50
H 0.13 -0.15 -0.04
H -0.22 -0.30 0.11
H -0.13 0.09 0.09

structure (SMILES)	CN(C)C=O.CN(C)C=O.CC(C)=O.CC(C)=O.CC(C)=O.CC#N.CC#N.CC#N.CC#N.CC#N
frontier orbital gap	9.4	eV
energy above the lowest of the compared OMol25 structures with the same formula, charge and spin	0.00	kJ/mol
highest occupied orbital energy	-9.4	eV
E	-47351.322	eV

***

2 unconnected molecules or ions with the total composition C14H28ClN5O at a distorted geometry, computed with wB97M-V/def2-TZVPD.

CARTESIAN COORDINATES (ANGSTROEM)
C1 0.18167 -1.73051 -3.04597
C2 -1.28542 -1.69977 -2.63813
Cl1 -1.52401 -0.99826 -0.99466
C3 -2.16545 -0.87783 -3.60528
C4 -3.54623 -1.45239 -3.56932
N1 -3.72898 -2.67101 -4.05900
C5 -5.02823 -2.91251 -3.86240
N2 -5.57100 -4.10861 -4.22738
N3 -5.61813 -1.88235 -3.26416
N4 -4.66196 -0.94219 -3.08012
H1 0.67252 -2.55368 -2.51895
H2 0.29683 -1.94736 -4.11089
H3 0.71723 -0.82216 -2.76411
H4 -1.64830 -2.72467 -2.59703
H5 -2.21652 0.16655 -3.28501
H6 -1.78137 -0.91003 -4.62562
H7 -5.85717 -4.83316 -3.59041
H8 -5.62437 -4.31374 -5.21170
H9 -6.58826 -1.84384 -2.98978
H10 -4.77316 -0.03416 -2.65350
C6 1.19749 3.52774 2.64545
C7 2.34408 2.51269 2.81905
C8 1.98636 1.53501 3.94977
C9 0.88242 0.53095 3.61528
C10 0.80643 0.19961 2.12027
C11 2.10615 0.45354 1.33869
N5 2.48805 1.84385 1.51484
O1 3.62027 2.17714 0.82897
C12 1.77546 0.23342 -0.13593
C13 3.17151 -0.57436 1.75184
C14 3.57382 3.28399 3.28731
H11 1.44500 4.25445 1.87009
H12 1.00729 4.08177 3.57415
H13 0.26513 3.03855 2.35631
H14 2.88274 0.97792 4.23560
H15 1.70066 2.09421 4.84693
H16 1.05214 -0.38337 4.19116
H17 -0.08679 0.91369 3.94762
H18 0.48697 -0.84071 1.99786
H19 0.00785 0.80114 1.67274
H20 1.05740 0.97888 -0.48653
H21 1.33180 -0.75610 -0.29039
H22 2.66493 0.29710 -0.76464
H23 2.80893 -1.59280 1.57216
H24 3.43740 -0.50725 2.80800
H25 4.08509 -0.44744 1.17007
H26 3.35971 3.78661 4.23571
H27 3.86763 4.05188 2.57377
H28 4.42435 2.61958 3.44730

Force components x, y, z for each atom (eV/Å):
C 0.25 -0.23 0.50
C 0.26 0.27 -0.27
Cl -0.04 -0.32 -0.17
C -0.64 0.64 0.70
C 1.82 -0.17 -0.96
N -0.99 0.36 0.05
C 1.52 -1.50 -0.28
N -1.19 0.21 -0.17
N -0.57 -0.25 0.03
N 0.10 0.10 0.12
H -0.03 0.17 0.05
H -0.15 0.18 0.02
H -0.14 0.05 -0.20
H -0.10 0.07 0.03
H 0.34 -0.06 -0.07
H -0.16 -0.20 0.03
H -0.04 0.34 0.14
H 0.28 -0.11 0.11
H -0.03 0.50 0.19
H -0.42 0.00 0.24
C -0.19 0.26 0.35
C -0.68 -0.04 0.25
C 0.00 -0.26 0.16
C -0.04 -0.05 0.02
C -0.24 0.06 0.11
C -0.34 -0.02 0.51
N -0.20 0.14 -0.17
O 0.57 -0.02 -0.33
C 0.14 -0.14 -0.48
C 0.23 -0.29 -0.01
C 0.34 0.05 -0.21
H 0.11 -0.12 -0.07
H 0.02 0.02 0.03
H 0.06 -0.09 -0.02
H 0.09 0.10 -0.13
H 0.02 0.10 -0.05
H 0.01 0.01 0.02
H -0.01 0.00 -0.03
H 0.13 -0.06 -0.09
H 0.14 0.11 -0.12
H 0.04 0.09 0.11
H 0.01 -0.10 0.15
H 0.07 0.17 0.14
H -0.05 -0.01 0.00
H -0.05 0.07 -0.01
H -0.05 0.24 0.01
H -0.16 -0.11 0.05
H 0.02 -0.17 -0.13
H 0.00 0.00 -0.15

frontier orbital gap	1.2	eV
highest occupied orbital energy	-2.7	eV
E	-36986.137	eV

***

Number 1 is which compound?
C3H4N2O2

***

Copy entry 1 word for word.
A single C3H4N2O2 molecule at a distorted geometry, computed with wB97M-V/def2-TZVPD.

CARTESIAN COORDINATES (ANGSTROEM)
H1 1.91137 0.63905 -0.14146
N1 1.21657 1.61937 -0.04172
C1 0.17647 0.92100 -0.01860
C2 -1.25649 1.01142 0.09090
C3 -1.68528 -0.27773 0.12122
O1 -0.71917 -1.23645 -0.21619
N2 0.49324 -0.48201 -0.49781
O2 1.38582 -1.06217 0.48286
H2 -1.87612 1.86135 0.31044
H3 -2.62023 -0.53392 0.51762
H4 1.87495 -1.46720 -0.20441

Force components x, y, z for each atom (eV/Å):
H -0.86 4.55 0.40
N 2.24 -2.51 0.46
C 0.83 -0.74 -2.18
C -0.13 -1.63 0.48
C 2.60 1.26 -0.60
O -1.84 1.20 0.22
N -2.71 -0.75 2.28
O -0.90 1.20 -0.80
H 0.19 0.11 0.16
H -1.16 -1.19 -0.13
H 1.74 -1.51 -0.29

structure (SMILES)	[H]/N=c1/ccon1O
frontier orbital gap	9.7	eV
energy above the lowest of the compared OMol25 structures with the same formula, charge and spin	655.30	kJ/mol
highest occupied orbital energy	-9.3	eV
E	-10245.473	eV